# 1
A cluster of 2 separate species, C3H3ClO2 in total at a distorted geometry, computed with wB97M-V/def2-TZVPD.

**HOMO-LUMO gap**: 9.765 eV
**F_max**: 6.80 eV Å⁻¹
**Calculated total energy**: -19774.886 eV
**Structure (SMILES)**: C=C=O.O=CCl
**Energy above the lowest of the compared OMol25 structures with the same formula, charge and spin**: 174.0 kJ/mol

```
! RIJCOSX wB97M-V def2-TZVPD def2/J DEFGRID3
* xyz 0 1
C -0.048 0.210 1.254
C 0.156 1.501 1.390
O 0.524 2.611 1.403
H -1.022 -0.045 0.761
H 0.586 -0.741 1.307
O -0.676 0.069 -2.106
C -0.262 -0.891 -1.530
Cl 1.499 -1.135 -1.453
H -0.754 -1.579 -1.026
*
```

natural (NBO) population analysis, charges in e, atoms 1 to 4:
1. C -0.8246
2. C 0.7270
3. O -0.4420
4. H 0.2516

---

# 2
A structure of composition C4H9N2O2 at a distorted geometry, computed with wB97M-V/def2-TZVPD.

**HOMO-LUMO gap**: 7.933 eV
**F_max**: 4.69 eV Å⁻¹
**Calculated total energy**: -11365.990 eV
**Energy above the lowest of the compared OMol25 structures with the same formula, charge and spin**: 499.3 kJ/mol

```
! RIJCOSX wB97M-V def2-TZVPD def2/J DEFGRID3
* xyz -1 1
C -0.377 0.170 -0.649
N -1.380 -0.193 -1.583
C -1.961 0.846 -2.352
O -2.777 0.420 -3.234
O -1.644 2.008 -1.884
C 0.458 -0.916 0.072
N 1.851 -0.756 1.350
C 1.499 0.137 2.438
H 0.411 0.866 -1.173
H -0.822 0.760 0.069
H -1.505 -1.187 -1.917
H 0.807 -1.615 -0.699
H -0.124 -1.449 0.846
H 1.333 -0.235 0.394
H 2.230 -0.131 3.210
H 0.452 0.027 2.884
H 1.549 1.250 2.228
*
```

Löwdin population analysis, charges in e, atoms 1 to 4:
1. C -0.2796
2. N -0.0087
3. C -0.7495
4. O -0.1234